Entry 1:
7 unconnected molecules or ions with the total composition C26H61N3O16S4 in a non-equilibrium geometry. Source: the Open Molecules 2025 dataset; level of theory: wB97M-V/def2-TZVPD.

Results
- LUMO energy: -0.2 eV
- E_tot: -108513.0255 eV
- Gap between HOMO and LUMO: 7.628 eV
- Relative energy (zero: lowest compared OMol25 entry of this formula, charge and spin): 0.00 kJ/mol
- Structure (SMILES): O=S1(=O)OCCO1.O=S1(=O)OCCO1.O=S1(=O)OCCO1.O=S1(=O)OCCO1.CCN(CC)CC.CCN(CC)CC.CCN(CC)CC
- HOMO: -7.9 eV

CARTESIAN COORDINATES (ANGSTROEM)
C 2.45362 2.46583 -0.47448
C 3.86600 2.26138 0.17754
N 4.26618 3.23119 1.15562
C 5.51135 2.83168 1.83228
C 5.16243 1.80296 2.97034
C 4.42853 4.61306 0.55418
C 5.51731 4.89383 -0.42232
H 2.31675 1.59005 -1.10881
H 2.21649 3.33629 -1.08618
H 1.70376 2.30776 0.30065
H 3.83355 1.23511 0.54335
H 4.64892 2.13954 -0.57098
H 6.21062 2.32956 1.16370
H 5.99551 3.67451 2.32556
H 6.03257 1.48233 3.54319
H 4.43526 2.17561 3.69176
H 4.60645 0.97707 2.52660
H 4.42097 5.29682 1.40302
H 3.56362 4.91453 -0.03671
H 5.83178 5.93248 -0.52443
H 5.47861 4.47672 -1.42861
H 6.42195 4.47919 0.02242
C -5.01635 -6.76755 2.33668
C -4.11191 -5.72781 2.80711
N -2.65188 -5.95340 2.50726
C -2.09440 -6.98413 3.35627
C -0.54268 -7.17661 3.25040
C -1.85926 -4.73974 2.40191
C -1.70193 -3.95321 3.71888
H -5.91680 -6.29609 1.94297
H -5.15858 -7.56610 3.06482
H -4.44785 -7.12917 1.47986
H -4.45927 -4.72732 2.54931
H -4.17425 -5.74534 3.89519
H -2.39139 -6.87745 4.39959
H -2.45117 -7.95074 3.00065
H -0.10003 -7.16877 2.25435
H -0.06556 -6.43999 3.89681
H -0.25066 -8.02338 3.87153
H -2.39600 -4.06093 1.73917
H -1.00888 -5.07498 1.80814
H -0.95535 -3.15903 3.72071
H -1.59043 -4.63013 4.56589
H -2.72666 -3.58365 3.75724
C -0.13961 2.66602 -3.34923
C -0.85210 4.04456 -3.01700
N -0.08094 5.17257 -3.43552
C 1.00940 5.79048 -2.62139
C 0.75217 6.09179 -1.12057
C 0.18886 5.08675 -4.88661
C 0.63589 6.34931 -5.53341
H 0.94415 2.78232 -3.34401
H -0.44611 2.12501 -4.24448
H -0.34520 1.89063 -2.61126
H -1.83872 4.10510 -3.47636
H -0.95934 4.05815 -1.93237
H 1.96502 5.27883 -2.73580
H 1.17251 6.81290 -2.96220
H 1.62206 6.30591 -0.49965
H 0.07884 6.92815 -0.93289
H 0.28514 5.26047 -0.59246
H -0.76502 4.87980 -5.37178
H 0.87388 4.27684 -5.13743
H 0.24721 6.26907 -6.54859
H 1.72561 6.36481 -5.51439
H 0.24557 7.22743 -5.01896
C -0.50494 -6.52597 -0.74362
C 0.62245 -5.49812 -0.59325
O 0.06802 -4.26812 -1.06262
S -1.23393 -4.51109 -2.00092
O -0.86617 -4.24179 -3.43777
O -2.46561 -3.84320 -1.51426
O -1.32097 -6.13588 -1.82648
H -1.06781 -6.53638 0.18974
H -0.20004 -7.56436 -0.87355
H 1.61384 -5.72445 -0.98572
H 0.72507 -5.45327 0.49098
C 3.29129 -2.04696 -3.09993
C 2.86437 -3.26800 -3.86646
O 1.66312 -2.86948 -4.50399
S 1.07390 -1.39441 -4.22134
O -0.19169 -1.31487 -3.48060
O 1.23137 -0.53848 -5.41808
O 2.31039 -1.05827 -3.17283
H 4.20661 -1.56563 -3.44432
H 3.41857 -2.19373 -2.02738
H 2.65321 -4.18266 -3.31247
H 3.56050 -3.44533 -4.68626
C -4.66328 2.72192 3.90456
C -4.94707 3.90392 2.98574
O -6.28160 3.77176 2.62439
S -7.15834 3.45972 3.97917
O -8.54596 2.96991 3.64549
O -7.13913 4.58616 4.90921
O -5.98436 2.35730 4.42847
H -4.00294 3.15676 4.65487
H -4.16695 1.87159 3.43690
H -4.34583 3.73909 2.09163
H -4.75283 4.86901 3.45369
C 0.18822 -0.14960 -0.16151
C -1.01848 -1.19336 -0.01392
O -1.78053 -0.69311 1.07018
S -1.40146 0.81065 1.59044
O -1.02621 0.61452 2.94818
O -2.54466 1.69831 1.17864
O -0.16043 1.02707 0.55172
H 0.25182 0.04702 -1.23174
H 1.14239 -0.48047 0.24860
H -0.66288 -2.19609 0.22307
H -1.62081 -1.19005 -0.92238

---

Entry 2:
5 unconnected molecules or ions with the total composition C26H62FN3O8PS in a non-equilibrium geometry. Source: the Open Molecules 2025 dataset; level of theory: wB97M-V/def2-TZVPD.

Results
- LUMO energy: -3.6 eV
- E_tot: -71645.2408 eV
- Total charge: +1
- Gap between HOMO and LUMO: 7.651 eV
- HOMO: -11.3 eV

CARTESIAN COORDINATES (ANGSTROEM)
C -0.31492 -1.27918 -3.24713
C 1.19368 -0.73591 -3.09276
O 2.14997 -1.50863 -2.82715
O 1.35615 0.68393 -3.32883
C 1.81448 1.37787 -2.14728
C 0.67614 1.71291 -1.08616
N -0.48798 2.29653 -1.83381
C -1.63854 2.73663 -0.96023
C -1.29958 2.61106 0.60162
P -2.62326 3.68648 1.50800
N -3.89589 2.84419 1.97918
N 0.00259 3.29588 0.84572
C 1.15750 2.55601 0.18987
C 2.26389 3.67252 -0.10496
S 4.01419 3.08859 -0.15561
O 4.69194 3.93260 -1.22366
O 4.77622 3.28495 1.11678
C 1.60708 1.46308 1.29695
C 2.12104 2.11534 2.66391
F 2.47541 0.45535 0.76286
H -0.30825 -2.10629 -4.02090
H -0.63254 -1.65500 -2.22169
H -0.99562 -0.43356 -3.61366
H 2.65216 0.75272 -1.69993
H 2.27966 2.36672 -2.49589
H 0.31183 0.69899 -0.67838
H -0.86797 1.53832 -2.43977
H -0.17033 3.02824 -2.50076
H -1.95581 3.80534 -1.20675
H -2.56747 2.08514 -1.14390
H -1.35844 1.55631 1.01276
H -2.95513 4.81427 0.65448
H -1.93858 4.23326 2.63697
H -3.76075 1.87589 1.66014
H -0.02013 4.19747 0.34477
H 2.09804 4.51903 0.64548
H 2.01894 4.13257 -1.13107
H 4.15350 1.76852 -0.57176
H 0.63143 0.91893 1.56966
H 2.67652 3.09272 2.53839
H 1.16944 2.36861 3.25695
H 2.66939 1.34390 3.29859
C 5.16143 0.47956 -4.16976
C 5.62629 0.87405 -5.56098
O 5.45578 2.25381 -5.84473
C 6.14866 3.16527 -4.99993
C 7.65673 2.98418 -5.02087
H 4.10894 0.73748 -4.01812
H 5.27540 -0.59676 -4.02380
H 5.73885 0.98567 -3.39193
H 5.03178 0.32970 -6.29887
H 6.66711 0.57837 -5.72595
H 5.75980 3.10381 -3.97795
H 5.90840 4.16701 -5.36239
H 7.95609 2.00226 -4.65016
H 8.13804 3.73829 -4.39302
H 8.03961 3.08174 -6.03981
C 0.26238 -1.95851 7.18293
C 0.03907 -1.35697 5.80600
O 1.23831 -0.94737 5.16328
C 2.20627 -1.96057 4.92018
C 1.69750 -3.08440 4.03321
H 0.79016 -1.25175 7.82835
H -0.69318 -2.21166 7.64692
H 0.86296 -2.86950 7.13739
H -0.57861 -0.46111 5.90909
H -0.52009 -2.04441 5.16263
H 2.58999 -2.35106 5.86763
H 3.04778 -1.47247 4.42330
H 0.86408 -3.62060 4.49010
H 2.49451 -3.80755 3.84243
H 1.34847 -2.68822 3.07553
C -2.77064 -6.25359 0.10140
C -2.33104 -5.53867 -1.16484
O -1.60161 -4.34367 -0.91892
C -0.38980 -4.47855 -0.18669
C 0.62956 -5.37997 -0.86188
H -3.37323 -5.58941 0.72653
H -3.36382 -7.13610 -0.14667
H -1.91886 -6.58181 0.70111
H -3.21904 -5.24828 -1.73164
H -1.75616 -6.20663 -1.81405
H -0.60048 -4.81802 0.83242
H 0.03216 -3.47401 -0.09738
H 0.26683 -6.40412 -0.96145
H 1.55456 -5.40906 -0.28036
H 0.85949 -5.01332 -1.86566
C -8.60132 -1.34515 1.12545
C -7.30814 -0.81221 1.71853
O -6.41704 -0.27645 0.75013
C -6.89833 0.82026 -0.01515
C -7.27316 2.02882 0.82551
H -8.39093 -2.10907 0.37234
H -9.22518 -1.78461 1.90653
H -9.18133 -0.55825 0.63838
H -6.77829 -1.63483 2.20511
H -7.50948 -0.07142 2.49888
H -7.73682 0.50313 -0.64344
H -6.09043 1.10075 -0.69608
H -8.09091 1.81082 1.51432
H -7.59016 2.85472 0.18292
H -6.41890 2.35811 1.42290